Here is a 3-piece molecular cluster, C5H8O3 overall at a distorted geometry from the Open Molecules 2025 dataset. Energies are from the ωB97M-V functional and the def2-TZVPD basis.

The geometry in XYZ format:
```
16
C5H8O3 the ωB97M-V functional and the def2-TZVPD basis
C 1.12 0.50 1.24
C 0.16 0.03 0.10
C -1.23 -0.33 0.67
C 0.56 -1.11 -0.96
C 0.03 1.09 -0.96
H 2.15 0.53 0.78
H 1.10 -0.32 1.97
H 0.99 1.67 1.35
H -0.86 -0.82 1.52
H -2.00 0.62 0.61
H -2.64 -0.91 -0.88
H -0.34 -2.19 -1.70
H 1.03 1.37 -1.45
O -1.40 -1.43 -0.40
O 2.04 -0.78 -0.91
O -0.72 2.09 -0.99
```

Properties
- Frontier orbital gap: 8.27 eV
- E_HOMO: -9.43 eV

---

Here is the molecule C5H8O3 at a distorted geometry from the Open Molecules 2025 dataset. Energies are from the ωB97M-V functional and the def2-TZVPD basis.

The geometry in XYZ format:
```
16
C5H8O3 the ωB97M-V functional and the def2-TZVPD basis
C 1.36 -1.03 0.15
C 0.05 -0.12 0.05
C 0.17 1.42 0.00
C -0.82 -0.42 1.26
C -0.64 -0.70 -1.20
H 1.87 -0.82 1.07
H 1.12 -2.09 0.34
H 2.03 -1.01 -0.62
H 0.58 1.77 1.00
H 0.88 1.68 -0.84
H -1.30 2.07 -1.13
H -1.87 0.06 1.24
H -1.59 -0.25 -1.47
O -0.99 2.13 -0.25
O -0.49 -1.00 2.28
O -0.37 -1.69 -1.88
```

Properties
- Structure (SMILES): CC(C=O)(C=O)CO
- Frontier orbital gap: 10.03 eV
- E_HOMO: -10.05 eV

---

Here is the molecule C5H8O3 at a distorted geometry from the Open Molecules 2025 dataset. Energies are from the ωB97M-V functional and the def2-TZVPD basis.

The geometry in XYZ format:
```
16
C5H8O3 the ωB97M-V functional and the def2-TZVPD basis
C 0.19 -0.22 -0.11
C 1.70 -0.02 -0.01
C -0.27 -1.30 0.86
C -0.53 1.09 0.24
C -1.84 1.32 -0.46
O -0.12 -0.66 -1.43
O -0.11 1.93 1.03
O -2.89 1.43 0.16
H 0.54 -0.30 -2.05
H -1.76 1.41 -1.56
H 2.24 -0.93 -0.31
H 2.03 0.78 -0.68
H 2.01 0.25 1.01
H -1.35 -1.47 0.78
H 0.21 -2.26 0.64
H -0.05 -1.04 1.90
```

Properties
- Structure (SMILES): CC(C)(O)C(=O)C=O
- Frontier orbital gap: 9.57 eV
- E_HOMO: -9.52 eV

---

Relative energy (zero: lowest compared OMol25 entry of this formula, charge and spin) for the records above, in order: 1206.9 224.3 134.6 kJ/mol